Record 1
ORCA calculation (ωB97M-V/def2-TZVPD) on the molecule CH4N2OS.

Each line ends with the Löwdin charge.
Element x y z (Å)
C: -2.03366 0.55610 -0.08835  -0.23
N: -1.07594 0.33267 0.69713  -0.18
S: 0.65002 1.21471 -0.01690  0.85
O: 1.84288 0.34894 0.50255  -0.66
N: 2.01746 -0.94037 -0.15806  -0.02
H: -3.00997 0.22279 0.30388  0.07
H: -2.10929 1.09767 -1.03068  0.06
H: 2.60928 -1.62890 0.29552  0.08
H: 1.10920 -1.20362 -0.50509  0.04

Its energy relative to the best compared isomer or geometry (same formula, charge and spin) is 113.8 kcal/mol. The value obtained for the HOMO-LUMO gap is 9.3 eV. As for the structure (SMILES): C=NSON. The calculation puts the HOMO energy at -0.32053 Ha. The calculation puts the largest force on an atom at 3.19 eV/A. The charge is 0. The total energy comes out at -16960.2541 eV.

Record 2
ORCA calculation (ωB97M-V/def2-TZVPD) on a structure of composition C31H51BCl3N8OYb.

Each line ends with the Löwdin spin population.
Element x y z (Å)
Yb: 0.01348 -0.13688 0.16260  1.00
C: -0.00322 3.27944 3.13205  0.00
C: 1.25074 2.64243 2.52782  0.00
C: 2.51970 3.14636 3.21468  0.00
C: 1.30436 2.88492 1.04900  0.00
C: 1.68425 4.04031 0.39302  0.00
C: 1.56729 3.76615 -0.96493  0.00
C: 1.86268 4.71446 -2.08971  0.00
C: 3.34545 5.09606 -2.08360  0.00
C: 0.97384 5.95584 -1.96973  0.00
N: 1.12931 2.50282 -1.09940  0.00
N: 0.94928 1.94642 0.15197  0.00
B: 0.86737 1.69817 -2.40609  0.00
N: -0.65622 1.37929 -2.49138  0.00
N: -1.25162 0.63953 -1.50352  0.00
C: -2.57603 0.63745 -1.74135  0.00
C: -2.83843 1.37117 -2.87964  0.00
C: -1.59827 1.83676 -3.32720  0.00
C: -1.34846 2.71152 -4.51909  0.00
C: -2.11184 4.03016 -4.36889  0.00
C: -1.74913 1.98045 -5.80334  0.00
C: -3.50489 -0.04486 -0.77802  0.00
C: -4.94645 -0.03239 -1.27137  0.00
C: -3.39764 0.62337 0.59714  0.00
N: 1.70907 0.38671 -2.41104  0.00
N: 1.58476 -0.54158 -1.40498  0.00
C: 2.42732 -1.54889 -1.67193  0.00
C: 3.10950 -1.27478 -2.84338  0.00
C: 2.62233 -0.05266 -3.29724  0.00
C: 3.07097 0.63797 -4.55743  0.00
C: 3.77552 1.97221 -4.30309  0.00
C: 1.96234 0.74671 -5.60665  0.00
C: 2.50995 -2.74885 -0.77556  0.00
C: 3.95983 -3.15351 -0.51603  0.00
C: 1.71204 -3.91436 -1.36803  0.00
H: -0.05465 3.08894 4.20507  0.00
H: -0.91548 2.89792 2.66610  0.00
H: 0.01158 4.36054 2.98792  0.00
H: 1.19780 1.56035 2.68023  0.00
H: 2.62024 4.22600 3.09628  0.00
H: 3.41352 2.67901 2.80155  0.00
H: 2.48162 2.93551 4.28393  0.00
H: 2.01667 4.96374 0.83584  0.00
H: 1.63348 4.22378 -3.03453  0.00
H: 3.60024 5.64159 -1.17342  0.00
H: 3.56862 5.74170 -2.93298  0.00
H: 3.98886 4.21762 -2.14258  0.00
H: 1.19205 6.50500 -1.05250  0.00
H: -0.08517 5.69401 -1.96230  0.00
H: 1.15484 6.62612 -2.80989  0.00
H: 1.18071 2.34597 -3.33813  0.00
H: -3.79611 1.55870 -3.33340  0.00
H: -0.28413 2.93971 -4.56525  0.00
H: -3.18910 3.85836 -4.34251  0.00
H: -1.89943 4.68098 -5.21692  0.00
H: -1.83099 4.55621 -3.45532  0.00
H: -2.82232 1.78240 -5.81691  0.00
H: -1.22754 1.02822 -5.90516  0.00
H: -1.51236 2.59496 -6.67182  0.00
H: -3.18067 -1.08909 -0.68531  0.00
H: -5.31388 0.99133 -1.36166  0.00
H: -5.59547 -0.55736 -0.57122  0.00
H: -5.03772 -0.51470 -2.24412  0.00
H: -3.71650 1.66519 0.54320  0.00
H: -2.36554 0.64435 0.97851  0.00
H: -4.00317 0.10738 1.34239  0.00
H: 3.86562 -1.87239 -3.32350  0.00
H: 3.82382 -0.04305 -4.96216  0.00
H: 3.07666 2.75028 -3.99738  0.00
H: 4.26164 2.30548 -5.21999  0.00
H: 4.54248 1.87617 -3.53337  0.00
H: 1.19414 1.45841 -5.30722  0.00
H: 1.48639 -0.21889 -5.78282  0.00
H: 2.38364 1.09067 -6.55128  0.00
H: 2.06067 -2.46520 0.18851  0.00
H: 4.43115 -3.49333 -1.43934  0.00
H: 4.00671 -3.97756 0.19632  0.00
H: 4.54660 -2.32393 -0.12260  0.00
H: 2.12747 -4.19693 -2.33606  0.00
H: 0.66381 -3.65443 -1.52565  0.00
H: 1.76878 -4.79150 -0.72004  0.00
C: 0.37539 -3.74788 2.15245  0.00
C: -0.65932 -3.37678 1.13615  0.00
N: -1.55615 -4.28797 0.80316  0.00
O: -0.68750 -2.24912 0.58616  0.00
H: 1.01541 -4.53639 1.75332  0.00
H: -0.10029 -4.12817 3.05670  0.00
H: 0.98813 -2.88704 2.40291  0.00
H: -1.55031 -5.20696 1.21583  0.00
H: -2.24479 -4.08467 0.09470  0.00
Cl: -1.04773 -1.92398 5.70584  0.00
C: -0.96858 -0.24868 5.17718  0.00
Cl: -2.49171 0.58551 5.40635  0.00
Cl: 0.36448 0.60609 5.99120  0.00
C: -0.67542 -0.25180 3.72833  0.00
N: -0.43381 -0.24176 2.60940  0.00

The spin multiplicity is 2. Its energy relative to the best compared isomer or geometry (same formula, charge and spin) is 1.3 kcal/mol. The value obtained for the HOMO-LUMO gap (alpha / beta) is 8.4 / 7.9 eV. The calculation puts the HOMO energy (alpha / beta) at -0.50995 / -0.50992 Ha. The calculation puts the largest force on an atom at 0.48 eV/A. The charge is +2. The total energy comes out at -116710.5290 eV.

Record 3
ORCA calculation (ωB97M-V/def2-TZVPD) on a cluster of 2 separate species, C3H9ClNO in total.

Each line ends with the Löwdin charge.
Element x y z (Å)
C: 0.90887 -0.89581 -0.27236  0.01
C: -0.55011 -0.16856 1.55804  0.04
C: -0.46603 1.12221 -0.46419  -0.05
N: 0.15903 0.11872 0.34721  -0.33
O: 0.60381 1.40761 0.33855  0.11
Cl: 1.08148 0.73917 -3.37203  0.45
H: 0.06982 -1.52016 -0.66807  0.14
H: 1.61853 -0.44808 -1.06198  0.10
H: 1.60231 -1.48182 0.50580  0.17
H: -1.07495 0.58422 2.02826  0.10
H: -1.43776 -0.82698 1.21852  0.16
H: -0.15642 -0.81826 2.27865  0.10
H: -1.39488 1.40617 0.06005  0.15
H: 1.99206 0.02298 -3.75821  -0.25
H: -0.51027 1.19081 -1.57027  0.09

Its energy relative to the best compared isomer or geometry (same formula, charge and spin) is 86.6 kcal/mol. The value obtained for the HOMO-LUMO gap is 12.7 eV. The calculation puts the HOMO energy at -0.57624 Ha. The calculation puts the largest force on an atom at 5.49 eV/A. The charge is +1. The total energy comes out at -19306.0681 eV.

Record 4
ORCA calculation (ωB97M-V/def2-TZVPD) on a structure of composition HO2P.

Each line ends with the Löwdin charge.
Element x y z (Å)
O: -2.93702 -0.94576 -0.60442  -0.60
O: -2.95216 -0.40996 0.99862  -0.46
P: -2.75629 0.58793 -0.20428  0.93
H: -2.25768 -2.26505 -1.61096  0.13

Its energy relative to the best compared isomer or geometry (same formula, charge and spin) is 161.0 kcal/mol. The value obtained for the HOMO-LUMO gap (alpha / beta) is 7.1 / 7.2 eV. The calculation puts the HOMO energy (alpha / beta) at -0.32406 / -0.32767 Ha. The calculation puts the largest force on an atom at 7.84 eV/A. The charge is 0. The total energy comes out at -13393.2379 eV.

Record 5
ORCA calculation (ωB97M-V/def2-TZVPD) on a cluster of 2 separate species, CH4F2N2O4S2 in total.

Each line ends with the Löwdin charge.
Element x y z (Å)
C: 1.44431 -1.49748 0.76293  -0.23
N: 2.53804 0.01225 -0.69052  0.06
N: 2.38405 -0.72238 0.42985  -0.04
O: -3.95181 -0.62868 1.08954  -0.22
O: -3.58804 0.43833 -1.11620  -0.37
O: -1.15394 -1.97494 0.82035  -0.34
O: -0.42081 -0.98780 -1.28081  -0.29
F: -1.78627 0.47277 0.48155  -0.34
F: 0.34820 -3.31584 -0.55999  -0.26
S: -2.99877 -0.52353 -0.26508  0.99
S: -0.10240 -1.69825 -0.08598  0.71
H: 1.40572 -1.92062 1.79325  0.12
H: 1.95090 -0.07046 -1.53954  0.12
H: 3.34168 0.56892 -0.78164  0.08
H: -4.71854 -0.14986 1.06064  0.01

Its energy relative to the best compared isomer or geometry (same formula, charge and spin) is 0.0 kcal/mol. The value obtained for the HOMO-LUMO gap is 10.3 eV. The calculation puts the HOMO energy at -0.38473 Ha. The calculation puts the largest force on an atom at 5.09 eV/A. The charge is 0. The total energy comes out at -39374.2199 eV.

Record 6
ORCA calculation (ωB97M-V/def2-TZVPD) on a structure of composition C42H83BrGeKN2O12P2SeSi.

Each line ends with the Löwdin charge.
Element x y z (Å)
K: -0.16356 0.01006 1.14934  0.78
O: -1.58707 3.09418 2.44491  -0.05
C: -1.70344 2.13900 1.63337  -0.67
O: -1.08206 1.99532 0.54621  -0.18
C: -2.66018 1.00305 2.05752  -0.20
C: -3.49420 1.16998 3.15296  -0.02
C: -4.26968 0.08971 3.56514  -0.07
C: -4.16264 -1.12213 2.90165  -0.02
C: -3.32647 -1.20984 1.79715  -0.17
N: -2.60327 -0.15298 1.37054  0.09
C: -3.18636 -2.56402 1.09527  -0.63
O: -2.89428 -3.52513 1.87483  -0.07
O: -3.41032 -2.58716 -0.13705  -0.05
H: -3.50448 2.12829 3.65727  0.11
H: -4.93575 0.19113 4.40878  0.09
H: -4.71376 -1.99794 3.21936  0.11
C: -0.60098 -5.33498 4.45249  -0.04
C: -0.77541 -3.85505 4.19631  -0.42
C: -1.37117 -3.11997 5.36783  -0.04
O: 0.56316 -3.25957 3.95546  -0.18
P: 0.92700 -2.96075 2.44876  0.49
O: -0.00781 -2.03830 1.78696  -0.37
C: 2.65102 -2.39601 2.63756  -0.19
P: 2.68897 -0.63765 3.07235  0.49
O: 1.57660 0.20778 2.57994  -0.36
O: 4.06078 0.06406 2.70687  -0.17
C: 5.44370 -0.35898 2.88261  -0.41
C: 5.66671 -1.25264 4.09108  -0.05
C: 5.95548 -0.98879 1.60446  -0.04
O: 2.72782 -0.79405 4.64679  -0.20
C: 2.25443 0.25020 5.57573  -0.39
C: 2.83690 1.61943 5.25266  -0.04
C: 0.73879 0.25536 5.62161  -0.03
O: 1.09863 -4.35305 1.71677  -0.19
C: 0.04540 -4.87626 0.78538  -0.39
C: 0.39086 -6.33107 0.56872  -0.06
C: 0.02109 -4.08204 -0.52138  -0.04
H: -1.58376 -5.80839 4.56061  0.09
H: -0.02264 -5.49549 5.36921  0.08
H: -0.07417 -5.81665 3.62125  0.06
H: -1.40797 -3.68772 3.32532  0.09
H: -0.70641 -3.18711 6.23847  0.08
H: -2.33730 -3.56742 5.62130  0.09
H: -1.53740 -2.06339 5.12102  0.08
H: 3.15749 -2.56712 1.68844  0.06
H: 3.09317 -2.97000 3.45085  0.08
H: 5.97540 0.56759 3.04531  0.14
H: 5.24307 -2.25086 3.92974  0.08
H: 5.21152 -0.83142 4.99066  0.08
H: 6.74102 -1.35843 4.25836  0.09
H: 5.41961 -1.91714 1.38786  0.08
H: 7.02311 -1.20510 1.70684  0.09
H: 5.80399 -0.31757 0.75572  0.08
H: 2.63909 -0.07803 6.53216  0.13
H: 2.47071 1.97907 4.28412  0.07
H: 3.93090 1.58759 5.22287  0.08
H: 2.52929 2.33194 6.02347  0.09
H: 0.32472 0.65037 4.68849  0.09
H: 0.39571 0.87587 6.45119  0.09
H: 0.36752 -0.76208 5.76052  0.07
H: -0.92782 -4.77758 1.27072  0.12
H: 1.31870 -6.42036 -0.01278  0.09
H: -0.42032 -6.82211 0.02033  0.09
H: 0.53130 -6.84574 1.52357  0.07
H: 1.02385 -3.68372 -0.74373  0.09
H: -0.69068 -3.25210 -0.47103  0.05
H: -0.28546 -4.73843 -1.34446  0.08
O: 1.29492 0.21333 -0.66479  -0.07
C: 2.59684 -0.03311 -0.58642  -0.46
O: 3.05221 -0.91242 0.10203  0.08
C: 3.47308 0.86164 -1.46491  -0.22
N: 2.64798 1.67631 -2.38063  -0.01
C: 3.08312 1.44047 -3.77260  -0.19
C: 3.63100 0.02283 -3.71834  -0.16
C: 4.37035 0.01225 -2.37126  -0.12
H: 4.05695 1.47048 -0.77722  0.15
H: 2.61743 2.64907 -2.11983  0.03
H: 1.19401 0.91864 -1.35132  0.10
H: 3.87473 2.13085 -4.07543  0.11
H: 2.25166 1.55412 -4.46373  0.10
H: 4.28134 -0.20347 -4.56353  0.11
H: 2.80726 -0.70085 -3.70956  0.11
H: 5.34725 0.48750 -2.48168  0.11
H: 4.52124 -0.98363 -1.95256  0.11
C: -4.27576 -2.59612 -3.29509  -0.10
C: -4.21148 -1.07144 -3.54046  -0.61
C: -4.75726 -0.40338 -2.25210  -0.11
C: -5.11295 -0.72050 -4.73580  -0.10
Si: -2.42637 -0.52924 -3.84891  0.42
Br: -1.41263 -0.53307 -1.87507  0.76
C: -2.28161 1.26692 -4.46679  -0.62
C: -3.31075 2.16895 -3.75180  -0.10
C: -0.89578 1.86441 -4.13951  -0.13
C: -2.51270 1.35079 -5.98556  -0.10
C: -1.44150 -1.75531 -4.93102  -0.61
C: -1.17698 -3.07557 -4.17052  -0.11
C: -2.17887 -2.07786 -6.24495  -0.09
C: -0.05478 -1.16345 -5.26745  -0.11
H: -5.32410 -2.86438 -3.07920  0.09
H: -3.67408 -2.89786 -2.42432  0.06
H: -3.96630 -3.17581 -4.17530  0.05
H: -5.78883 -0.75949 -2.08703  0.09
H: -4.78635 0.68974 -2.30725  0.06
H: -4.16466 -0.69631 -1.37484  0.03
H: -6.11900 -1.12384 -4.54761  0.08
H: -4.75206 -1.15530 -5.67872  0.06
H: -5.21403 0.36015 -4.88670  0.06
H: -3.17832 2.14604 -2.65920  0.09
H: -4.34741 1.89967 -3.97797  0.06
H: -3.15744 3.20949 -4.08405  0.09
H: -0.74515 1.95647 -3.05867  0.05
H: -0.83267 2.87486 -4.58045  0.09
H: -0.06860 1.26735 -4.54241  0.04
H: -3.47292 0.90794 -6.29082  0.07
H: -1.71807 0.85067 -6.55562  0.06
H: -2.52054 2.40897 -6.28970  0.08
H: -2.08671 -3.65287 -3.98076  0.06
H: -0.69639 -2.89824 -3.20085  0.04
H: -0.50112 -3.70051 -4.77791  0.08
H: -3.13885 -2.57739 -6.06250  0.06
H: -1.56009 -2.76014 -6.85055  0.08
H: -2.37658 -1.18231 -6.85091  0.06
H: 0.49709 -0.89848 -4.35118  0.06
H: -0.11424 -0.27046 -5.90720  0.06
H: 0.53505 -1.92162 -5.81292  0.09
C: 0.12607 8.60691 0.30710  -0.24
Ge: 0.19511 6.70631 0.78251  0.71
C: 0.02286 6.62150 2.70716  -0.22
C: -1.15235 5.74326 -0.20097  -0.21
C: 1.99417 6.19361 0.22041  -0.64
Se: 2.43384 4.29694 0.06811  0.86
C: 1.89507 3.54978 1.79402  -0.39
H: -0.82344 9.04489 0.64477  0.01
H: 0.20318 8.74894 -0.77947  0.01
H: 0.94619 9.15286 0.78968  0.01
H: -0.70321 7.37846 3.03158  0.02
H: 0.98421 6.82617 3.19359  0.02
H: -0.34538 5.63203 2.99318  0.01
H: -2.14353 6.08180 0.13115  0.03
H: -1.06775 4.66720 0.00653  0.01
H: -1.05009 5.92571 -1.27958  0.02
H: 2.72388 6.66441 0.87687  0.01
H: 2.15060 6.58489 -0.78654  0.00
H: 0.80555 3.42935 1.84774  0.01
H: 2.24912 4.22021 2.57778  0.02
H: 2.37568 2.57164 1.88317  0.00

The value obtained for the HOMO-LUMO gap is 7.2 eV. The calculation puts the HOMO energy at -0.19210 Ha. The calculation puts the largest force on an atom at 2.98 eV/A. The charge is -1. The total energy comes out at -307148.3230 eV.

Please write out number 5 again, unchanged.
ORCA calculation (ωB97M-V/def2-TZVPD) on a cluster of 2 separate species, CH4F2N2O4S2 in total.

Each line ends with the Löwdin charge.
Element x y z (Å)
C: 1.44431 -1.49748 0.76293  -0.23
N: 2.53804 0.01225 -0.69052  0.06
N: 2.38405 -0.72238 0.42985  -0.04
O: -3.95181 -0.62868 1.08954  -0.22
O: -3.58804 0.43833 -1.11620  -0.37
O: -1.15394 -1.97494 0.82035  -0.34
O: -0.42081 -0.98780 -1.28081  -0.29
F: -1.78627 0.47277 0.48155  -0.34
F: 0.34820 -3.31584 -0.55999  -0.26
S: -2.99877 -0.52353 -0.26508  0.99
S: -0.10240 -1.69825 -0.08598  0.71
H: 1.40572 -1.92062 1.79325  0.12
H: 1.95090 -0.07046 -1.53954  0.12
H: 3.34168 0.56892 -0.78164  0.08
H: -4.71854 -0.14986 1.06064  0.01

Its energy relative to the best compared isomer or geometry (same formula, charge and spin) is 0.0 kcal/mol. The value obtained for the HOMO-LUMO gap is 10.3 eV. The calculation puts the HOMO energy at -0.38473 Ha. The calculation puts the largest force on an atom at 5.09 eV/A. The charge is 0. The total energy comes out at -39374.2199 eV.

The lowest charge belongs to which entry?
C42H83BrGeKN2O12P2SeSi